w | C9H11NO3 in the gas phase. Source: the Open Molecules 2025 dataset; level of theory: ωB97M-V/def2-TZVPD.

Cartesian coordinates (Å):
O  0.11003  3.37596  -0.82830
O  -2.02016  1.32919  -0.52674
O  0.95629  1.52035  -1.74821
N  -1.66980  -0.06024  2.81895
C  1.02441  -0.80787  0.52827
C  0.24113  2.20503  -0.87224
C  -0.61940  1.21833  -0.05574
C  0.53950  0.16361  -1.82321
C  -0.28231  1.57403  1.46512
C  -1.29964  -1.15842  -0.53379
C  0.55856  2.53338  1.91923
C  -0.08707  -0.16181  -0.47803
C  -1.11144  0.75348  2.23146
H  0.52916  -0.81068  1.51265
H  1.22932  -1.82129  0.21292
H  1.85631  -0.12505  0.76100
H  1.35171  -0.48783  -1.99792
H  1.16626  3.14374  1.14630
H  0.58449  2.82260  2.92280
H  -0.04478  0.05167  -2.77528
H  -0.98050  -2.18525  -0.63714
H  -1.95723  -0.97608  -1.45628
H  -1.83970  -1.02919  0.37006
H  -2.20871  2.26891  -0.59727

Properties
net charge: 0
orbital gap: 10.427 eV
SMILES: C=C(C#N)[C@@]1(O)C(=O)OCC1(C)C

Atomic partial charges in e from the Löwdin method, atoms 1 to 8: 0.16, 0.04, 0.08, 0.20, 0.01, -0.47, -0.28, -0.10

***

x | C9H11NO3 in the gas phase. Source: the Open Molecules 2025 dataset; level of theory: ωB97M-V/def2-TZVPD.

Cartesian coordinates (Å):
O  4.07196  -0.59935  0.77071
O  -2.46087  -1.21425  1.37702
O  -2.41453  -1.52568  -0.77533
N  -2.24882  1.65134  0.93133
C  2.85238  -0.20414  0.14778
C  0.31403  0.46631  -0.64191
C  -2.45249  -0.72160  0.15191
C  2.04054  -1.19110  -0.35844
C  1.19716  1.50138  -0.12385
C  -1.01884  0.96588  -1.09888
C  0.74986  -0.73810  -0.84158
C  -2.17636  0.74688  -0.22555
C  2.49260  1.16034  0.17437
H  2.27970  -2.26943  -0.22577
H  -1.78506  1.05967  1.61026
H  4.37442  -1.39745  0.40229
H  0.12000  -1.46792  -1.40520
H  -3.04862  0.97387  -0.85416
H  -2.47463  -2.16959  1.23708
H  -1.30042  0.39412  -1.96870
H  -3.18357  1.75006  1.20426
H  0.82596  2.45665  0.27094
H  3.22351  1.94104  0.47949
H  -0.85531  1.96864  -1.35206

Properties
net charge: 0
orbital gap: 9.354 eV
SMILES: N[C@@H](Cc1ccc(O)cc1)C(=O)O

Atomic partial charges in e from the Löwdin method, atoms 1 to 8: 0.02, 0.14, 0.07, 0.08, -0.29, -0.25, -0.46, 0.00

***

Most stable one: x, least stable one: w.